(1)
112
Properties=species:S:1:pos:R:3:forces:R:3 method="wB97M-V/def2-TZVPD" homo_ha=-0.262 gap_ev=6.954
In 0.198 1.590 0.752 0.146 0.267 -0.238
Cl -2.071 5.326 -1.971 -0.035 0.012 -0.126
C -1.980 5.218 -0.251 0.308 -0.419 0.053
C -2.630 6.170 0.525 -0.042 0.028 0.548
C -2.571 6.111 1.897 -0.028 0.066 -0.451
Cl -3.426 7.284 2.836 -0.128 0.227 0.159
C -1.819 5.113 2.540 0.195 -0.275 -0.148
C -1.662 4.995 3.935 0.108 -0.160 -0.014
C -0.872 4.002 4.453 -0.050 0.116 -0.067
C -0.237 3.110 3.578 0.170 -0.018 0.328
N -0.401 3.188 2.283 0.543 -0.920 -0.350
C -1.154 4.147 1.734 -0.664 0.946 -0.093
C -1.244 4.160 0.299 -0.488 0.714 -0.131
O -0.670 3.272 -0.413 0.407 -0.961 0.155
H -3.186 6.955 0.038 -0.077 0.066 -0.021
H -2.163 5.704 4.577 -0.030 0.021 0.081
H -0.736 3.897 5.519 0.058 0.000 0.027
H 0.419 2.324 3.927 -0.024 -0.001 0.046
Br 5.541 -0.198 -2.463 0.065 -0.094 0.129
C 5.412 -0.072 -0.566 0.054 -0.008 -0.169
C 6.553 -0.085 0.219 -0.009 0.005 -0.150
C 6.421 0.092 1.587 -0.018 0.042 0.075
C 5.178 0.333 2.150 -0.206 0.090 0.032
C 4.043 0.336 1.350 -0.033 0.004 -0.104
C 4.159 0.088 -0.013 -0.076 -0.149 -0.040
C 2.671 0.779 1.800 1.047 -0.065 0.458
O 2.545 1.780 2.500 -0.058 0.456 0.512
O 1.707 0.135 1.305 -0.951 -0.019 -0.401
H 7.525 -0.222 -0.228 0.061 -0.016 -0.053
H 7.301 0.081 2.213 0.060 -0.030 0.030
H 5.083 0.525 3.206 -0.014 0.081 0.140
H 3.266 0.037 -0.624 0.019 0.065 -0.032
C 3.898 3.536 0.421 -0.019 0.110 0.116
C 3.116 2.978 -0.707 0.376 0.155 0.134
N 1.962 2.349 -0.662 -0.262 0.025 0.678
C 1.621 2.042 -1.947 0.121 0.128 -0.722
C 2.590 2.487 -2.790 -0.370 -0.295 -0.142
N 3.534 3.069 -1.990 -0.066 0.064 0.188
H 3.375 3.344 1.354 0.122 0.055 -0.028
H 4.038 4.608 0.294 -0.011 0.085 -0.018
H 4.883 3.070 0.469 0.048 -0.059 0.056
H 0.693 1.555 -2.165 -0.052 0.023 -0.175
H 2.683 2.461 -3.856 -0.024 -0.116 -0.163
H 4.401 3.474 -2.304 -0.077 -0.018 0.133
C -3.250 -0.817 5.253 0.060 0.046 -0.091
C -2.005 -1.387 4.559 -0.331 -0.618 0.467
C -0.926 -1.759 5.586 -0.008 0.070 -0.084
C -2.384 -2.611 3.716 -0.004 0.039 -0.039
C -1.462 -0.392 3.660 0.173 0.376 -0.225
N -1.025 0.390 2.948 0.255 0.054 -0.336
H -3.614 -1.534 5.987 -0.001 -0.074 0.031
H -4.040 -0.637 4.527 -0.058 0.047 -0.041
H -3.029 0.119 5.763 0.030 0.049 0.048
H -1.301 -2.546 6.237 -0.062 -0.050 0.026
H -0.655 -0.902 6.199 0.020 0.066 0.049
H -0.033 -2.121 5.082 0.080 -0.035 -0.016
H -2.838 -3.364 4.357 -0.050 -0.071 0.089
H -1.507 -3.041 3.240 0.079 -0.046 -0.074
H -3.093 -2.339 2.937 -0.054 -0.003 -0.064
C -2.038 -6.700 0.441 -0.028 0.022 0.027
C -1.454 -5.395 -0.006 0.011 0.031 -0.059
C -1.682 -4.902 -1.277 0.039 -0.029 0.100
C -1.160 -3.687 -1.710 0.025 0.084 -0.156
C -1.443 -3.319 -3.141 -0.091 0.130 0.004
C -0.408 -2.900 -0.831 0.099 0.178 -0.077
As 0.384 -1.065 -1.134 -0.109 -0.898 -0.820
N -0.825 0.069 -0.343 1.360 0.715 0.417
C -2.176 0.000 -0.237 -1.227 -0.402 -0.338
C -2.926 -0.973 -0.918 0.096 -0.025 0.093
C -4.303 -0.976 -0.896 -0.203 -0.020 0.019
C -5.004 -0.009 -0.197 -0.122 0.022 0.084
C -4.287 0.938 0.520 -0.202 0.048 0.061
C -2.909 0.931 0.514 0.414 0.056 -0.007
C 0.371 -0.840 -3.149 0.214 0.084 0.093
C 1.431 -1.519 -3.784 -0.058 -0.053 0.263
C 2.192 -2.621 -3.092 -0.089 0.114 0.121
C 1.773 -1.226 -5.099 -0.110 0.142 -0.039
C 1.096 -0.260 -5.826 0.003 0.001 0.082
C 1.479 0.102 -7.230 -0.022 -0.026 0.052
C 0.033 0.381 -5.211 0.128 -0.122 0.018
C -0.346 0.104 -3.903 -0.155 0.042 0.131
C -1.543 0.851 -3.384 -0.010 0.021 0.098
C -0.138 -3.419 0.447 0.098 0.067 0.068
C 0.749 -2.679 1.400 0.032 0.087 0.014
C -0.660 -4.639 0.843 -0.069 -0.015 -0.127
H -2.352 -7.298 -0.411 -0.027 -0.077 -0.031
H -2.909 -6.535 1.076 -0.051 -0.023 0.042
H -1.309 -7.267 1.016 0.018 -0.102 0.052
H -2.292 -5.474 -1.962 -0.039 -0.087 -0.105
H -2.432 -3.672 -3.436 -0.012 -0.030 -0.008
H -0.712 -3.799 -3.793 0.019 0.061 -0.094
H -1.385 -2.248 -3.314 -0.098 -0.170 -0.064
H -2.414 -1.732 -1.481 -0.009 0.057 -0.054
H -4.836 -1.744 -1.441 -0.035 -0.036 -0.063
H -6.082 0.010 -0.209 -0.114 -0.008 0.039
H -4.811 1.694 1.089 -0.006 0.055 0.028
H -2.367 1.672 1.094 -0.173 0.088 0.003
H 2.306 -2.421 -2.020 0.144 -0.101 -0.164
H 3.178 -2.746 -3.536 0.051 0.003 0.048
H 1.655 -3.566 -3.192 -0.017 -0.063 0.076
H 2.590 -1.759 -5.569 0.097 -0.087 0.024
H 2.303 -0.511 -7.586 0.056 -0.034 -0.071
H 1.779 1.149 -7.281 0.038 0.045 -0.073
H 0.629 -0.029 -7.899 0.006 -0.001 -0.109
H -0.521 1.123 -5.771 -0.108 0.064 -0.008
H -2.210 1.091 -4.209 -0.042 0.044 -0.054
H -1.263 1.795 -2.911 -0.030 0.062 0.111
H -2.105 0.274 -2.658 -0.011 0.035 -0.040
H 1.748 -2.564 0.972 -0.001 0.095 0.106
H 0.844 -3.208 2.347 -0.019 -0.080 0.083
H 0.370 -1.677 1.592 0.063 -0.008 0.101
H -0.437 -5.013 1.834 0.056 -0.034 0.121

(2)
123
Properties=species:S:1:pos:R:3:forces:R:3 method="wB97M-V/def2-TZVPD" homo_ha=-0.313 smiles="C#Cc1ccc(CCCCCOC)c2c1C(=O)c1c(Cc3ccccc3)cc(CC(=O)F)cc1C2=O.O=C1OCCO1.O=C1OCCO1.O=C1OCCO1.O=C1OCCO1.O=C1OCCO1.O=C1OCCO1" gap_ev=8.119
C 3.832 -2.770 0.351 0.324 0.063 0.156
C 4.717 -1.958 0.505 -0.771 0.985 0.550
C 5.429 -0.714 0.875 0.394 -0.437 -0.336
C 6.592 -0.773 1.688 0.009 0.671 -0.055
C 7.292 0.396 2.060 -0.933 -0.086 -0.313
C 6.846 1.688 1.657 0.216 -0.913 0.100
C 7.591 2.946 2.109 0.113 0.175 -0.291
C 8.678 3.505 1.099 -0.695 -0.038 -0.445
C 8.959 2.641 -0.163 1.162 0.087 0.017
C 9.942 1.432 0.106 -0.542 0.512 -0.858
C 9.778 0.306 -0.965 0.244 0.454 0.240
O 8.748 -0.628 -0.659 0.648 -0.217 -0.292
C 9.271 -1.843 -0.148 -0.999 -0.274 0.607
C 5.681 1.723 0.863 -0.651 0.276 -0.326
C 4.964 0.559 0.458 0.354 0.028 0.326
C 3.687 0.742 -0.390 0.210 0.718 0.638
O 3.419 0.049 -1.337 0.104 0.010 0.283
C 2.809 1.929 0.066 0.692 -0.271 -0.007
C 1.405 1.856 0.068 -0.077 0.683 0.234
C 0.587 0.653 -0.407 -0.727 0.253 0.286
C -0.337 0.037 0.677 -0.285 -0.391 0.176
C -1.155 -1.050 0.247 -0.095 -0.114 0.069
C -2.029 -1.745 1.102 0.687 1.154 0.950
C -2.085 -1.325 2.466 0.321 0.037 -0.983
C -1.289 -0.242 2.888 -0.177 -0.116 0.097
C -0.410 0.461 2.023 -0.539 -0.938 -0.644
C 0.705 3.003 0.554 0.626 0.599 0.220
C 1.389 4.155 1.004 0.870 -0.421 -0.096
C 0.661 5.401 1.523 -1.139 0.051 -0.361
C 0.347 5.371 3.027 0.309 -0.082 0.585
O 1.078 5.044 3.899 -0.291 0.078 -0.553
F -0.921 5.817 3.389 0.814 -0.226 -0.920
C 2.815 4.204 0.955 -0.464 -0.470 -0.196
C 3.527 3.094 0.485 -0.504 -0.376 -0.020
C 5.066 3.058 0.398 -0.614 -0.826 0.258
O 5.712 3.982 -0.031 -0.099 -0.029 0.364
H 3.015 -3.477 0.273 0.708 0.381 -0.095
H 6.957 -1.751 2.042 -0.288 0.585 -0.273
H 8.176 0.287 2.706 -0.454 0.174 -0.340
H 6.844 3.755 2.250 0.481 -0.501 0.136
H 8.099 2.764 3.078 -0.527 -0.083 -0.477
H 9.617 3.691 1.656 -0.370 -0.152 -0.367
H 8.307 4.487 0.739 0.266 -0.522 0.252
H 8.051 2.320 -0.710 0.276 0.138 0.591
H 9.520 3.301 -0.867 -0.563 -0.354 0.291
H 10.967 1.840 -0.045 -0.516 -0.356 0.566
H 9.790 1.080 1.144 0.360 -0.144 -0.572
H 9.501 0.788 -1.927 0.211 -0.256 0.450
H 10.748 -0.224 -1.111 -0.593 0.267 0.062
H 9.740 -1.661 0.845 0.130 -0.257 -0.595
H 8.396 -2.506 0.032 0.525 0.403 -0.126
H 9.936 -2.381 -0.854 -0.072 0.516 0.339
H 1.182 -0.160 -0.854 -0.054 0.617 0.254
H -0.092 1.033 -1.206 0.491 -0.272 0.368
H -1.097 -1.365 -0.811 0.036 0.250 0.587
H -2.659 -2.580 0.769 0.424 0.439 0.016
H -2.750 -1.868 3.156 0.618 0.631 -0.357
H -1.385 0.050 3.946 0.213 -0.015 -0.595
H 0.200 1.309 2.369 -0.387 -0.587 -0.019
H -0.395 3.030 0.613 0.582 -0.277 -0.215
H -0.305 5.558 0.971 0.932 -0.098 0.418
H 1.313 6.282 1.336 -0.509 -0.424 0.250
H 3.346 5.100 1.305 -0.225 -0.450 -0.254
O -2.866 4.453 -1.138 0.051 0.033 0.151
C -3.149 5.458 -0.566 0.074 -0.199 0.058
O -4.357 5.707 -0.006 0.351 0.021 -0.211
C -4.233 6.899 0.771 -0.301 0.239 0.396
C -3.065 7.594 0.123 0.105 0.595 0.040
O -2.299 6.504 -0.397 -0.298 -0.267 0.047
H -5.147 7.488 0.728 -0.053 -0.184 -0.119
H -4.035 6.625 1.809 0.039 -0.038 -0.050
H -3.366 8.239 -0.706 0.000 -0.085 -0.025
H -2.479 8.178 0.831 0.151 -0.158 -0.067
O -4.861 8.506 -4.691 -0.058 -0.085 -0.003
C -4.408 7.410 -4.636 0.002 0.288 0.049
O -3.441 7.020 -3.769 -0.271 0.028 -0.308
C -3.333 5.596 -3.856 0.199 -0.375 0.142
C -3.873 5.304 -5.230 0.136 -0.400 -0.267
O -4.795 6.379 -5.439 0.432 0.250 0.381
H -2.301 5.276 -3.734 -0.012 0.189 0.106
H -3.936 5.149 -3.066 -0.021 -0.017 -0.106
H -3.102 5.345 -6.003 -0.032 0.062 0.018
H -4.378 4.341 -5.286 -0.160 0.136 -0.049
O -3.966 -3.085 4.200 -0.205 -0.261 0.088
C -4.241 -4.032 3.533 -0.050 0.103 0.168
O -5.398 -4.731 3.633 0.384 0.113 -0.053
C -5.451 -5.636 2.525 -0.434 -0.256 -0.229
C -4.000 -5.796 2.165 0.258 -0.431 -0.345
O -3.432 -4.551 2.573 -0.281 0.109 0.259
H -5.919 -6.575 2.811 -0.022 0.120 0.167
H -6.033 -5.180 1.722 0.077 -0.003 -0.007
H -3.516 -6.604 2.721 -0.031 0.052 0.059
H -3.852 -5.961 1.101 0.064 0.224 0.038
O -10.255 3.529 -6.617 0.035 0.053 0.024
C -9.480 4.395 -6.374 -0.165 -0.205 -0.083
O -9.799 5.561 -5.751 0.200 -0.225 -0.165
C -8.577 6.230 -5.439 0.058 0.383 0.253
C -7.616 5.652 -6.444 0.509 0.086 -0.122
O -8.157 4.351 -6.684 -0.356 0.131 0.170
H -8.688 7.308 -5.537 -0.182 -0.069 -0.017
H -8.298 5.994 -4.409 -0.001 -0.037 -0.034
H -7.608 6.210 -7.383 -0.054 -0.010 0.025
H -6.599 5.589 -6.062 -0.322 -0.171 -0.162
O -5.295 -6.477 -0.811 0.045 -0.037 0.082
C -4.892 -7.596 -0.860 -0.102 0.105 -0.146
O -4.940 -8.472 0.177 0.102 0.270 -0.305
C -4.579 -9.759 -0.332 0.020 -0.555 0.254
C -3.769 -9.415 -1.553 0.290 -0.307 -0.227
O -4.324 -8.160 -1.954 -0.168 0.078 0.365
H -4.010 -10.323 0.403 -0.118 0.115 0.097
H -5.489 -10.311 -0.575 0.014 0.047 -0.003
H -2.709 -9.276 -1.328 -0.039 0.039 0.016
H -3.868 -10.155 -2.344 -0.069 0.183 -0.092
O -3.334 -12.675 1.162 0.035 0.133 0.016
C -2.747 -12.371 2.150 -0.066 -0.153 -0.130
O -1.456 -12.699 2.408 -0.357 0.126 0.038
C -1.049 -11.969 3.566 0.452 0.063 0.200
C -2.359 -11.689 4.256 -0.042 0.142 0.502
O -3.283 -11.649 3.169 0.232 -0.131 -0.246
H -0.370 -12.558 4.178 -0.024 -0.122 -0.179
H -0.539 -11.057 3.247 -0.049 -0.012 -0.014
H -2.652 -12.488 4.940 0.006 -0.011 -0.061
H -2.354 -10.744 4.797 -0.166 0.025 -0.140